C3H7N3 | ωB97M-V with the def2-TZVPD basis set

Summary:
HOMO energy: -0.3307 hartree
LUMO energy: 0.5 eV
ΔE to the lowest compared entry with this formula, charge and spin: 57.9 kcal/mol
electronic energy: -282.68205 a.u.
frontier orbital gap: 9.5 eV

```
13
Properties=species:S:1:pos:R:3:lowdin_charge:R:1
N -0.7800 -3.5545 -1.9050 -0.0168
N 0.2085 2.0082 0.2904 -0.0138
N -0.4108 -0.2813 1.4795 0.0959
C 0.2068 -0.4825 0.3578 -0.1650
C -0.3849 -2.7031 -1.2242 -0.1741
C 0.4767 0.7643 -0.4280 -0.2807
H -0.7172 -1.0694 2.0371 0.1135
H -0.6231 0.6704 1.7915 0.0989
H 1.0697 2.5064 0.4786 0.0738
H 0.0191 -1.8463 -0.5004 -0.0407
H -0.1684 0.6660 -1.3154 0.1232
H -0.3954 2.6254 -0.2365 0.0719
H 1.4988 0.6963 -0.8252 0.1140
```